C5H9N3 as an isolated structure, computed with wB97M-V/def2-TZVPD.

## Properties
LUMO energy in eV: 0.18
2S+1: 1
Charge: 0

```
17
C5H9N3, DFT wB97M-V/def2-TZVPD
C 1.103 1.148 -0.471
C 1.287 -1.397 0.056
N 0.632 1.453 0.870
C -0.937 -0.173 -0.211
C 0.494 -0.175 -0.207
N -1.650 -1.396 -0.108
C -1.392 1.105 0.441
N -1.652 1.114 -0.795
H 1.026 2.317 1.243
H -1.875 -1.771 -1.023
H -2.510 -1.295 0.415
H 0.655 1.704 -1.305
H 2.190 1.114 -0.571
H -1.845 1.384 1.382
H 0.749 -2.091 0.699
H 2.255 -1.139 0.486
H 1.469 -1.903 -0.901
```

Atom charges from the natural (NBO) analysis, given in e for atoms 1 to 8: atom 1 (C): -0.31, atom 2 (C): -0.68, atom 3 (N): -0.82, atom 4 (C): 0.01, atom 5 (C): 0.42, atom 6 (N): -0.83, atom 7 (C): 0.19, atom 8 (N): -0.42

***

A 2-piece molecular cluster, C4H10NOS2 overall, computed with wB97M-V/def2-TZVPD.

## Properties
LUMO energy in eV: -9.20
2S+1: 1
Charge: +1

```
18
C4H10NOS2, DFT wB97M-V/def2-TZVPD
N 2.315 0.193 1.166
C 2.099 0.423 -0.222
C 3.234 -0.243 -0.998
O 3.650 -1.309 -0.678
C 0.829 -0.385 -0.859
S -0.657 -0.184 0.053
S -4.158 0.030 -0.694
C -3.971 0.494 1.076
H 2.798 -0.684 1.355
H 1.446 0.038 1.662
H -2.859 -0.171 -0.997
H 1.836 1.446 -0.437
H 3.544 0.191 -1.970
H 0.702 -0.053 -1.894
H 0.999 -1.470 -0.831
H -4.969 0.370 1.484
H -3.259 -0.185 1.545
H -3.579 1.497 1.241
```

Atom charges from the natural (NBO) analysis, given in e for atoms 1 to 8: atom 1 (N): -0.70, atom 2 (C): -0.10, atom 3 (C): 0.42, atom 4 (O): -0.44, atom 5 (C): -0.66, atom 6 (S): 0.44, atom 7 (S): 0.19, atom 8 (C): -0.74

***

C16H22ClFI2N2O5S3 as an isolated structure, computed with wB97M-V/def2-TZVPD.

## Properties
LUMO energy in eV: -2.27
2S+1: 1
Charge: 0

```
52
C16H22ClFI2N2O5S3, DFT wB97M-V/def2-TZVPD
C -1.916 0.746 4.167
C -0.824 -0.001 3.879
C -0.748 -1.154 2.920
C -1.414 -0.959 1.549
C -2.966 -1.012 1.698
O -3.417 -1.534 2.684
N -3.850 -0.515 0.661
C -4.649 0.587 1.036
O -5.388 1.166 0.273
F -4.542 0.988 2.304
N -0.971 -2.183 0.790
Cl -1.028 -3.771 1.433
C -0.516 -2.055 -0.406
C 0.023 -3.087 -1.310
C 1.341 -3.722 -0.852
C 2.553 -2.791 -0.943
I 3.546 -2.959 -2.832
C -0.620 -0.600 -0.781
S -2.174 -0.659 -1.835
C 0.444 -0.064 -1.745
S 0.125 1.679 -2.141
C 1.425 2.073 -3.343
C 2.706 2.535 -2.602
C -0.781 0.083 0.601
S -1.727 1.654 0.614
I 1.209 0.721 1.226
H -2.406 0.778 5.130
H -2.362 1.335 3.376
H 0.092 0.216 4.422
H 0.294 -1.414 2.770
H -1.189 -1.994 3.440
H -4.518 -1.248 0.442
H 0.192 -2.610 -2.268
H -0.718 -3.864 -1.479
H 1.517 -4.570 -1.501
H 1.311 -4.122 0.154
H 2.314 -1.766 -0.694
H 3.277 -3.112 -0.209
H -2.149 -1.943 -2.248
H 1.466 -0.241 -1.429
H 0.316 -0.603 -2.680
H 1.026 2.917 -3.891
H 1.629 1.265 -4.037
H 2.608 3.572 -2.319
H 3.584 2.340 -3.206
H 2.743 2.001 -1.662
H -0.718 2.547 0.543
C 2.953 4.704 0.072
O 4.057 4.170 0.336
O 3.029 6.100 -0.101
O 1.835 4.187 -0.062
H 3.980 6.187 0.057
```

Atom charges from the natural (NBO) analysis, given in e for atoms 1 to 8: atom 1 (C): -0.38, atom 2 (C): -0.19, atom 3 (C): -0.48, atom 4 (C): 0.00, atom 5 (C): 0.70, atom 6 (O): -0.45, atom 7 (N): -0.74, atom 8 (C): 0.97

***

| no. | F_max (eV Å⁻¹) |
| --- | --- |
| 1 | 0.9 |
| 2 | 2.2 |
| 3 | 3.3 |